[1]
Below is 5 unconnected molecules or ions with the total composition C3H16N2O5 in a non-equilibrium geometry, with properties calculated with wB97M-V/def2-TZVPD.

Summary:
- total charge = +1
- total energy (eV) = -16579.49780
- frontier orbital gap (spin up / spin down) (eV) = 11.4 / 5.6
- expectation value of S² = 0.767
- E_HOMO (spin up / spin down) (hartree) = -0.5430 / -0.5422
- molar mass (u) = 160.17
- LUMO energy (spin up / spin down) (eV) = -3.424 / -9.158
- multiplicity = 2

Atoms and positions in Å:
1 O 2.737 1.556 -0.734
2 O -1.012 1.113 -1.511
3 O 1.772 -1.122 -2.796
4 O 1.782 1.227 2.582
5 O -0.902 3.111 0.568
6 N -0.570 -0.627 -0.201
7 N -2.160 -0.790 -1.955
8 C -1.310 -0.047 -1.256
9 C -0.903 -1.800 0.520
10 C -0.578 -1.671 1.997
11 H 2.255 -0.898 -1.996
12 H -1.338 2.394 0.094
13 H 0.290 -1.023 2.135
14 H -1.424 -1.155 2.454
15 H -2.469 -0.418 -2.840
16 H -2.114 -1.787 -1.905
17 H 1.014 1.575 3.042
18 H 1.393 -0.274 -3.050
19 H 2.301 1.970 2.258
20 H -0.191 2.703 1.075
21 H -1.934 -2.081 0.254
22 H -0.440 -2.656 -0.014
23 H -0.130 0.141 0.313
24 H -0.426 -2.647 2.444
25 H 2.123 0.960 -0.300
26 H 2.232 2.245 -1.178

[2]
Below is a molecular structure, C32H25Cl2N6NaO4S in a non-equilibrium geometry, with properties calculated with wB97M-V/def2-TZVPD.

Summary:
- total charge = -2
- total energy (eV) = -91019.71349
- frontier orbital gap (eV) = 5.7
- E_HOMO (hartree) = -0.0689
- relative energy (zero: lowest compared OMol25 entry of this formula, charge and spin) (kJ/mol) = 97.00
- molar mass (u) = 683.55
- LUMO energy (eV) = 3.777

Atoms and positions in Å:
1 Cl -2.191 3.070 1.550
2 Cl -5.012 3.072 0.901
3 S -2.199 -1.970 4.272
4 Na -0.507 0.001 0.632
5 O 1.025 -0.624 1.927
6 O 3.695 2.087 3.610
7 O -1.538 0.557 -1.074
8 O 1.398 -2.294 -0.868
9 N -2.429 -2.181 -0.578
10 N 1.811 1.530 2.032
11 N -2.197 -0.099 2.234
12 N 1.344 1.790 0.810
13 N -1.186 -1.989 -0.365
14 N 0.925 2.415 -1.799
15 C 2.550 -0.032 3.652
16 C -6.625 -1.002 -2.560
17 C -3.138 -1.214 -1.198
18 C -2.633 0.107 -1.482
19 C -5.029 -2.810 -1.200
20 C -0.385 4.279 -1.079
21 C 1.724 0.260 2.443
22 C -2.167 -0.903 3.079
23 C -0.513 -2.917 0.375
24 C -4.478 -1.560 -1.545
25 C -6.322 -3.131 -1.516
26 C 4.120 -0.731 5.848
27 C 4.300 0.494 5.235
28 C 2.606 -1.600 -0.683
29 C -0.934 4.398 -2.339
30 C -1.108 -3.695 1.375
31 C -5.305 -0.649 -2.248
32 C 0.888 -2.975 0.206
33 C -3.507 0.960 -2.271
34 C 3.153 -1.609 5.383
35 C -3.529 2.134 0.944
36 C 1.037 -4.509 2.055
37 C -0.554 3.501 -3.328
38 C -0.340 -4.489 2.201
39 C -7.135 -2.224 -2.203
40 C 1.646 -3.760 1.058
41 C 0.520 3.236 -0.827
42 C 3.509 0.869 4.147
43 C 2.389 -1.258 4.284
44 C 0.395 2.544 -2.994
45 C -4.762 0.608 -2.627
46 C 0.994 2.980 0.509
47 H -5.383 1.284 -3.209
48 H 1.646 -5.118 2.713
49 H 2.497 -0.865 0.115
50 H 3.005 -2.564 5.873
51 H -4.406 -3.508 -0.665
52 H -0.808 -5.060 2.991
53 H -0.674 4.951 -0.285
54 H -3.651 1.268 1.598
55 H -6.728 -4.096 -1.237
56 H 4.740 -1.004 6.696
57 H -0.987 3.544 -4.320
58 H 0.740 1.832 -3.734
59 H 3.441 -2.272 -0.455
60 H 2.803 -1.082 -1.620
61 H -3.298 1.829 -0.072
62 H 0.966 3.796 1.242
63 H -2.177 -3.615 1.511
64 H 2.978 2.161 2.887
65 H -7.243 -0.285 -3.087
66 H 1.634 -1.922 3.889
67 H 5.051 1.188 5.585
68 H -3.100 1.926 -2.554
69 H -1.667 5.168 -2.551
70 H -8.160 -2.484 -2.440
71 H 2.724 -3.795 0.972

[3]
Below is 26 unconnected molecules or ions with the total composition C26H104O26 in a non-equilibrium geometry, with properties calculated with wB97M-V/def2-TZVPD.

Summary:
- total energy (eV) = -81873.19891
- frontier orbital gap (eV) = 10.1
- E_HOMO (hartree) = -0.3608
- relative energy (zero: lowest compared OMol25 entry of this formula, charge and spin) (kJ/mol) = 793.65
- molar mass (u) = 833.09
- LUMO energy (eV) = 0.327

Atoms and positions in Å:
1 O 0.303 -1.104 -0.327
2 O 2.189 -3.493 -1.048
3 O -4.041 0.943 -1.940
4 O -4.340 -1.716 -2.333
5 O 1.483 3.324 -4.761
6 O -2.597 -3.832 3.187
7 O -4.492 0.927 -4.612
8 O -1.360 0.272 -2.058
9 O 1.347 -3.246 4.085
10 O -3.890 -1.926 4.716
11 O 1.273 -1.010 -5.662
12 O -1.493 5.047 3.482
13 O 0.831 3.459 -2.170
14 O 4.335 2.950 -4.050
15 O 5.749 2.554 2.225
16 O 3.878 4.762 2.072
17 O 0.396 -2.544 -3.190
18 O 2.801 -0.952 -1.213
19 O 3.896 -4.348 2.802
20 O -4.517 -1.009 1.597
21 O -3.697 -1.507 -5.145
22 O 2.849 3.595 -0.009
23 O 0.861 -0.315 4.046
24 O -0.503 -3.882 1.176
25 O -2.454 3.117 5.253
26 O -1.105 1.190 3.223
27 C -3.448 -4.995 3.223
28 C 0.097 -4.995 1.872
29 C 2.663 -1.358 -5.799
30 C 4.113 3.362 -0.708
31 C -5.904 -1.424 1.453
32 C 3.945 -3.038 2.366
33 C 4.581 1.576 -3.724
34 C -3.173 -2.283 -1.617
35 C -2.554 -2.304 -5.665
36 C -2.395 1.130 2.652
37 C -0.520 3.499 -1.751
38 C 3.717 -0.345 -0.258
39 C 2.940 -4.181 -2.028
40 C 1.895 -3.294 5.425
41 C -0.658 0.438 -3.306
42 C -0.324 -3.709 -3.053
43 C -5.168 2.025 -5.181
44 C 1.943 0.400 3.550
45 C 5.295 1.724 3.241
46 C -3.792 3.423 5.654
47 C -0.572 4.843 2.417
48 C -3.013 -1.286 5.566
49 C 3.662 6.099 1.886
50 C 0.103 -1.053 1.072
51 C 1.428 2.784 -6.108
52 C -3.919 1.563 -0.711
53 H 2.218 1.260 4.235
54 H -2.795 -3.382 -5.644
55 H 4.405 6.692 2.375
56 H -3.667 -5.441 2.126
57 H 3.156 -0.506 -6.364
58 H -0.974 -0.385 -3.951
59 H -3.882 4.481 5.990
60 H -0.477 3.704 -0.657
61 H 3.891 2.876 -1.653
62 H 2.457 3.190 -4.520
63 H 4.809 3.502 -3.397
64 H 2.677 6.418 2.247
65 H 2.991 -2.715 1.887
66 H 0.923 -1.500 1.583
67 H -2.123 3.807 4.679
68 H 3.620 1.161 -3.383
69 H 4.230 1.650 3.360
70 H 4.874 1.179 -4.674
71 H 3.713 6.306 0.799
72 H -0.790 -1.637 1.322
73 H -0.377 -5.011 2.932
74 H 3.982 -4.213 -1.763
75 H -0.396 -0.597 -0.808
76 H 5.682 0.635 3.046
77 H -4.452 0.074 -1.747
78 H -6.526 -1.098 2.311
79 H -2.852 -0.221 5.197
80 H 1.269 1.748 -6.145
81 H -1.278 1.602 4.068
82 H 0.407 0.363 -3.054
83 H -0.969 -3.704 -2.195
84 H -4.384 -4.725 3.753
85 H 1.940 -0.687 -0.843
86 H -4.070 2.629 6.375
87 H -4.475 3.163 4.850
88 H -1.707 -2.138 -5.051
89 H -2.921 -5.814 3.723
90 H 0.426 4.849 2.835
91 H 0.058 -3.616 0.452
92 H -0.701 3.850 2.100
93 H -6.305 -1.029 0.471
94 H -0.922 1.411 -3.737
95 H 1.075 -2.425 -2.530
96 H 2.980 -3.023 5.385
97 H -2.287 0.437 -2.169
98 H 0.000 0.078 3.680
99 H -0.062 -0.083 1.475
100 H 1.892 -4.333 5.804
101 H 4.612 4.366 -0.858
102 H -1.980 -3.864 2.473
103 H 1.143 -4.808 2.012
104 H 5.766 1.922 4.205
105 H -2.914 2.129 2.642
106 H 0.941 3.435 -3.103
107 H 4.140 -2.277 3.185
108 H 3.368 0.612 0.022
109 H -2.960 0.323 3.061
110 H -2.373 -1.907 -6.652
111 H 5.285 3.396 2.210
112 H -2.094 -1.894 5.704
113 H 5.342 1.447 -2.996
114 H -3.446 -1.231 6.547
115 H -3.286 -1.933 -0.601
116 H -4.417 0.981 0.047
117 H 0.578 3.319 -6.587
118 H -1.021 4.335 -2.259
119 H -0.729 5.564 1.591
120 H 2.893 -3.627 -3.000
121 H -2.286 0.885 1.570
122 H 2.494 -5.172 -2.229
123 H 0.357 -4.567 -2.992
124 H 4.734 -3.042 1.580
125 H -2.914 1.822 -0.450
126 H 2.496 -2.534 -1.004
127 H -4.411 2.533 -0.757
128 H 2.796 -0.293 3.445
129 H -4.045 -1.705 -3.267
130 H 1.164 -2.272 3.833
131 H -0.981 2.550 -1.859
132 H 3.173 -4.451 3.430
133 H -5.927 1.723 -5.874
134 H -0.867 -3.754 -3.983
135 H 4.703 -0.293 -0.692
136 H -2.224 -1.938 -2.069
137 H 0.895 -1.676 -5.086
138 H -3.533 -2.651 4.165
139 H -4.458 2.683 -5.829
140 H -5.957 -2.511 1.493
141 H 3.193 -1.468 -4.879
142 H -0.087 -5.998 1.432
143 H 4.771 2.804 -0.061
144 H -5.587 2.620 -4.356
145 H 3.402 4.310 1.337
146 H -4.022 -1.479 2.336
147 H 2.782 -2.255 -6.424
148 H 2.197 3.840 -0.628
149 H -4.218 1.112 -3.742
150 H 1.735 0.738 2.543
151 H 2.339 3.003 -6.646
152 H -3.743 -0.539 -5.291
153 H 3.628 -0.872 0.657
154 H -3.137 -3.433 -1.653
155 H 1.438 -2.621 6.136
156 H -1.679 5.973 3.586

[4]
Below is a single C4H5NO molecule, with properties calculated with wB97M-V/def2-TZVPD.

Summary:
- total energy (eV) = -7762.99656
- frontier orbital gap (eV) = 7.4
- E_HOMO (hartree) = -0.2806
- relative energy (zero: lowest compared OMol25 entry of this formula, charge and spin) (kJ/mol) = 340.58
- molar mass (u) = 83.09
- LUMO energy (eV) = -0.244

Atoms and positions in Å:
1 O 1.960 0.191 0.107
2 N -0.278 1.002 0.238
3 C -1.383 0.545 -0.320
4 C -1.420 -0.884 -0.603
5 C -0.140 -1.219 -0.253
6 C 0.641 -0.120 0.429
7 H -0.067 1.954 0.507
8 H 0.293 -2.219 -0.204
9 H 0.603 -0.398 1.488
10 H -2.185 1.261 -0.509
11 H 2.111 -0.072 -0.810

[5]
Below is a molecular structure, C17H20N2O3RuS2 in a non-equilibrium geometry, with properties calculated with wB97M-V/def2-TZVPD.

Summary:
- total charge = +1
- total energy (eV) = -51314.59549
- frontier orbital gap (spin up / spin down) (eV) = 5.5 / 5.3
- expectation value of S² = 8.810
- E_HOMO (spin up / spin down) (hartree) = -0.2971 / -0.4241
- relative energy (zero: lowest compared OMol25 entry of this formula, charge and spin) (kJ/mol) = 0.00
- molar mass (u) = 465.56
- LUMO energy (spin up / spin down) (eV) = -2.586 / -6.270
- multiplicity = 6

Atoms and positions in Å:
1 Ru 8.694 9.065 10.854
2 S 11.008 6.766 11.305
3 S 7.664 12.157 10.224
4 O 8.692 9.218 8.893
5 O 7.388 10.725 10.723
6 O 8.193 8.864 12.858
7 N 6.743 7.252 12.138
8 N 7.106 7.772 10.980
9 C 4.993 6.712 9.955
10 C 5.450 13.615 9.998
11 C 6.763 7.776 8.632
12 C 5.662 6.310 16.066
13 C 6.173 7.081 17.103
14 C 7.553 8.302 15.618
15 C 7.125 8.029 16.875
16 C 8.182 8.543 6.749
17 C 6.330 7.489 9.913
18 C 7.851 8.473 8.197
19 C 9.933 7.831 10.973
20 C 6.187 12.566 9.223
21 C 6.939 7.617 14.543
22 C 7.325 7.988 13.141
23 C 7.459 13.500 11.479
24 C 6.017 13.819 11.444
25 C 6.025 6.564 14.743
26 H 7.431 8.910 6.009
27 H 5.850 5.927 13.859
28 H 5.925 6.887 18.136
29 H 9.104 9.145 6.692
30 H 5.662 11.665 8.940
31 H 8.343 8.984 15.396
32 H 4.916 5.779 9.342
33 H 7.692 8.392 17.770
34 H 4.858 6.393 10.942
35 H 8.371 7.495 6.493
36 H 5.020 5.430 16.193
37 H 5.482 13.234 12.157
38 H 5.764 14.831 11.825
39 H 6.648 12.987 8.318
40 H 7.799 13.034 12.396
41 H 4.388 13.396 9.989
42 H 8.051 14.455 11.227
43 H 4.197 7.388 9.674
44 H 6.233 7.445 7.727
45 H 5.527 14.567 9.511

[6]
Below is a molecular structure, C33H40IrN11OPS3 in a non-equilibrium geometry, with properties calculated with wB97M-V/def2-TZVPD.

Summary:
- total charge = +1
- total energy (eV) = -97929.23828
- frontier orbital gap (spin up / spin down) (eV) = 5.8 / 4.0
- expectation value of S² = 6.051
- E_HOMO (spin up / spin down) (hartree) = -0.3620 / -0.3756
- relative energy (zero: lowest compared OMol25 entry of this formula, charge and spin) (kJ/mol) = 272.80
- molar mass (u) = 926.15
- LUMO energy (spin up / spin down) (eV) = -4.095 / -6.177
- multiplicity = 5

Atoms and positions in Å:
1 Ir 15.374 12.421 15.427
2 S 19.010 11.737 10.479
3 S 8.261 11.145 15.370
4 S 13.639 9.077 14.609
5 P 16.443 14.435 15.779
6 O 12.236 9.496 14.834
7 N 13.685 11.435 17.797
8 N 15.387 12.826 12.779
9 N 17.400 9.158 13.563
10 N 16.285 9.323 16.809
11 N 17.044 10.409 13.637
12 N 13.420 10.349 18.374
13 N 14.294 9.399 18.176
14 N 16.535 10.690 14.826
15 N 13.342 12.331 14.542
16 N 14.856 11.242 17.174
17 N 17.078 8.557 14.716
18 C 12.547 12.716 10.472
19 C 13.076 12.515 13.254
20 C 17.463 12.035 9.818
21 C 18.482 16.198 14.748
22 C 13.906 15.144 16.501
23 C 14.193 12.814 12.309
24 C 17.688 14.917 14.480
25 C 12.343 12.020 15.341
26 C 17.003 13.469 18.374
27 C 15.010 12.469 10.095
28 C 11.743 12.436 12.641
29 C 17.379 15.940 18.056
30 C 10.973 11.853 14.875
31 C 15.158 9.997 17.398
32 C 13.729 7.389 15.116
33 C 10.778 12.092 13.563
34 C 19.598 11.137 8.971
35 C 16.463 12.804 11.980
36 C 16.290 12.543 10.651
37 C 10.188 11.234 17.267
38 C 13.890 12.716 10.929
39 C 18.702 13.831 14.159
40 C 9.992 11.490 15.793
41 C 7.981 10.730 16.911
42 C 11.471 12.526 11.259
43 C 15.213 17.161 15.663
44 C 17.363 14.558 17.405
45 C 18.653 11.223 8.061
46 C 9.042 10.769 17.838
47 C 17.342 11.691 8.458
48 C 16.596 9.534 15.500
49 C 14.993 15.620 15.595
50 C 13.803 8.953 12.857
51 H 12.632 7.104 15.037
52 H 18.181 15.909 18.814
53 H 13.890 15.691 17.483
54 H 19.317 16.129 14.022
55 H 17.021 15.062 13.636
56 H 14.644 15.396 14.604
57 H 17.376 12.958 12.501
58 H 14.830 8.926 12.500
59 H 8.789 10.439 18.781
60 H 17.498 13.725 19.340
61 H 13.426 9.892 12.452
62 H 14.072 7.282 16.149
63 H 17.499 16.733 17.281
64 H 17.959 17.131 14.602
65 H 18.387 14.236 17.110
66 H 17.325 12.539 17.902
67 H 15.184 17.437 16.713
68 H 20.612 10.753 9.081
69 H 12.318 12.742 9.414
70 H 16.124 17.557 15.164
71 H 14.309 6.801 14.447
72 H 11.145 11.211 17.807
73 H 12.913 15.428 16.100
74 H 16.327 16.049 18.470
75 H 18.819 11.011 7.054
76 H 14.896 12.057 9.085
77 H 18.868 16.160 15.791
78 H 16.470 11.834 7.779
79 H 10.455 12.505 10.866
80 H 9.776 11.764 13.386
81 H 13.239 8.094 12.498
82 H 19.108 14.070 13.145
83 H 13.887 14.062 16.567
84 H 18.291 12.838 14.320
85 H 6.996 10.512 17.177
86 H 14.362 17.597 15.126
87 H 15.918 13.391 18.526
88 H 19.500 13.789 14.864
89 H 16.550 8.422 17.246
90 H 12.640 11.946 16.442

[7]
Below is a single C7H12N2O2S molecule in a non-equilibrium geometry, with properties calculated with wB97M-V/def2-TZVPD.

Summary:
- total energy (eV) = -25361.43625
- frontier orbital gap (eV) = 8.9
- E_HOMO (hartree) = -0.3023
- relative energy (zero: lowest compared OMol25 entry of this formula, charge and spin) (kJ/mol) = 365.73
- molar mass (u) = 188.25
- LUMO energy (eV) = 0.653

Atoms and positions in Å:
1 S -0.509 -1.095 3.038
2 O -1.156 0.699 -2.506
3 O 1.002 1.196 -2.070
4 N -2.699 -0.104 -0.379
5 N -1.585 0.422 0.179
6 C -0.091 0.863 -1.684
7 C -0.434 0.733 -0.223
8 C 1.369 -0.114 1.322
9 C -0.816 0.906 -3.931
10 C 1.112 -0.996 2.245
11 C 2.126 -1.966 2.874
12 C 0.551 1.119 0.876
13 H 0.239 1.081 -3.855
14 H -3.317 -0.332 0.401
15 H 0.088 1.674 1.697
16 H -2.901 -0.211 -1.377
17 H 2.490 -1.635 3.784
18 H 1.651 -2.936 2.831
19 H 1.182 1.738 0.272
20 H -1.407 1.617 -4.403
21 H -1.176 -0.289 2.125
22 H 2.967 -2.054 2.145
23 H -1.113 -0.107 -4.325
24 H 2.426 -0.210 0.963

[8]
Below is 10 unconnected molecules or ions with the total composition ClH18O9, with properties calculated with wB97M-V/def2-TZVPD.

Summary:
- total charge = -1
- total energy (eV) = -31244.79287
- frontier orbital gap (eV) = 8.0
- E_HOMO (hartree) = -0.1953
- relative energy (zero: lowest compared OMol25 entry of this formula, charge and spin) (kJ/mol) = 189.14
- molar mass (u) = 197.59
- LUMO energy (eV) = 2.648

Atoms and positions in Å:
1 Cl 0.511 0.306 -0.417
2 O 5.215 -0.626 -0.336
3 O -4.003 1.805 0.242
4 O 1.871 4.605 -0.625
5 O -0.530 3.412 3.266
6 O 2.298 -3.851 1.698
7 O -0.673 -1.585 4.539
8 O -3.340 -2.706 0.109
9 O -1.856 1.516 -4.083
10 O 0.806 -2.883 -4.655
11 H 2.176 -3.220 0.989
12 H -2.752 1.259 -3.865
13 H 4.271 -0.563 -0.192
14 H -4.030 2.550 -0.359
15 H -2.544 -2.235 -0.139
16 H -3.192 1.347 0.021
17 H 0.048 -1.028 4.831
18 H -0.299 2.732 2.633
19 H 1.006 4.880 -0.321
20 H 0.910 -2.194 -3.999
21 H 1.004 -3.693 -4.185
22 H 3.088 -3.555 2.149
23 H -1.325 3.087 3.687
24 H -0.844 -1.304 3.640
25 H -1.325 1.163 -3.369
26 H 5.602 -0.148 0.398
27 H -3.835 -2.786 -0.706
28 H 1.739 3.716 -0.953